Entry 1:
Formula: CF2O5S2
Source: the OMol25 dataset
Level of theory: ωB97M-V/def2-TZVPD

Each line ends with the Löwdin charge.
Element x y z (Å)
C 0.766 -0.364 -0.351  -0.40
O 2.831 -0.340 1.423  -0.56
O -2.695 -1.054 0.929  -0.48
O 2.640 1.585 -0.115  -0.56
O -2.848 0.294 -1.133  -0.48
O -2.401 1.399 1.034  -0.48
F 0.740 -1.743 -0.343  -0.08
F 0.624 -0.055 -1.691  -0.09
S 2.586 0.109 0.030  0.64
S -2.241 0.168 0.217  0.48

Results
HOMO-LUMO gap (spin up / spin down) in eV: 6.4 / 6.4
Net charge: -2
LUMO level (spin up / spin down) in eV: 5.768 / 5.872
ΔE to the lowest compared entry with this formula, charge and spin in kJ/mol: 0.0
HOMO level (spin up / spin down) in Eh: -0.0232 / -0.0212

Entry 2:
Formula: C60H54FGeN2O5P3PdSe
Source: the OMol25 dataset
Level of theory: ωB97M-V/def2-TZVPD

Each line ends with the Löwdin charge.
Element x y z (Å)
Pd 0.277 -0.131 -0.064  0.53
F 1.315 -4.238 1.404  -0.34
Ge 0.990 -2.446 0.992  0.90
C -0.065 -2.171 2.720  -0.27
C -0.170 -3.247 3.592  -0.10
C -0.783 -3.105 4.823  -0.07
C -1.294 -1.877 5.208  -0.06
C -1.175 -0.796 4.358  -0.09
C -0.563 -0.932 3.112  -0.39
P -0.515 0.520 1.999  1.05
C 0.556 1.677 2.903  -0.34
C 1.422 1.235 3.900  -0.07
C 2.274 2.132 4.523  -0.07
C 2.278 3.467 4.155  -0.08
C 1.422 3.911 3.158  -0.07
C 0.569 3.023 2.532  -0.10
C -2.212 1.110 2.335  -0.34
C -3.255 0.376 1.778  -0.11
C -4.570 0.698 2.056  -0.07
C -4.858 1.770 2.886  -0.08
C -3.824 2.506 3.440  -0.07
C -2.505 2.179 3.174  -0.08
C 0.746 -2.977 -0.964  -0.28
C 1.756 -3.685 -1.587  -0.10
C 1.615 -4.039 -2.920  -0.07
C 0.463 -3.710 -3.612  -0.05
C -0.563 -3.034 -2.977  -0.07
C -0.419 -2.658 -1.649  -0.41
P -1.699 -1.828 -0.651  1.13
C -2.341 -3.361 0.151  -0.35
C -2.541 -4.509 -0.612  -0.06
C -3.119 -5.628 -0.043  -0.06
C -3.486 -5.618 1.295  -0.07
C -3.298 -4.479 2.056  -0.07
C -2.732 -3.352 1.483  -0.11
C -3.137 -1.499 -1.713  -0.32
C -4.417 -1.798 -1.243  -0.09
C -5.524 -1.484 -2.008  -0.08
C -5.366 -0.865 -3.238  -0.07
C -4.099 -0.567 -3.709  -0.04
C -2.988 -0.874 -2.946  -0.09
C 2.856 -1.910 1.467  -0.26
C 3.499 -2.535 2.527  -0.09
C 4.792 -2.184 2.871  -0.07
C 5.453 -1.204 2.147  -0.07
C 4.826 -0.582 1.085  -0.10
C 3.522 -0.931 0.741  -0.39
P 2.655 -0.167 -0.674  1.12
C 3.497 1.445 -0.718  -0.37
C 3.482 2.184 0.466  -0.13
C 4.086 3.422 0.529  -0.08
C 4.691 3.941 -0.606  -0.08
C 4.702 3.214 -1.787  -0.06
C 4.109 1.964 -1.852  -0.06
C 3.356 -1.065 -2.099  -0.33
C 4.475 -1.883 -1.953  -0.08
C 4.987 -2.559 -3.044  -0.08
C 4.391 -2.430 -4.290  -0.08
C 3.281 -1.613 -4.438  -0.05
C 2.754 -0.942 -3.348  -0.08
H 0.219 -4.204 3.290  0.10
H -0.858 -3.956 5.483  0.11
H -1.791 -1.763 6.160  0.11
H -1.561 0.168 4.657  0.11
H 1.427 0.194 4.190  0.11
H 2.938 1.783 5.301  0.11
H 2.941 4.162 4.649  0.11
H 1.422 4.952 2.870  0.11
H -0.096 3.361 1.751  0.10
H -3.025 -0.437 1.098  0.05
H -5.370 0.121 1.618  0.11
H -5.883 2.032 3.097  0.11
H -4.047 3.340 4.089  0.11
H -1.708 2.758 3.621  0.10
H 2.643 -3.961 -1.032  0.11
H 2.414 -4.561 -3.422  0.11
H 0.347 -3.985 -4.650  0.11
H -1.467 -2.785 -3.513  0.11
H -2.260 -4.523 -1.656  0.11
H -3.294 -6.507 -0.649  0.11
H -3.926 -6.500 1.737  0.10
H -3.600 -4.453 3.094  0.11
H -2.610 -2.458 2.078  0.08
H -4.539 -2.293 -0.290  0.10
H -6.516 -1.732 -1.653  0.10
H -6.235 -0.625 -3.831  0.10
H -3.962 -0.078 -4.661  0.12
H -2.008 -0.616 -3.307  0.04
H 2.971 -3.306 3.068  0.10
H 5.287 -2.683 3.692  0.10
H 6.463 -0.923 2.412  0.11
H 5.347 0.172 0.513  0.11
H 2.979 1.779 1.337  0.10
H 4.064 3.978 1.457  0.10
H 5.139 4.923 -0.578  0.10
H 5.176 3.627 -2.666  0.11
H 4.103 1.399 -2.772  0.11
H 4.945 -1.996 -0.989  0.10
H 5.850 -3.199 -2.923  0.10
H 4.793 -2.969 -5.138  0.11
H 2.802 -1.490 -5.400  0.12
H 1.878 -0.329 -3.484  0.04
C 1.076 3.288 -1.073  -0.06
N -0.253 3.795 -1.273  -0.05
C -0.403 4.603 -2.470  -0.16
C -1.869 4.800 -2.814  -0.14
C -2.600 5.024 -1.498  -0.15
N -2.480 3.814 -0.715  -0.07
C -3.654 3.268 -0.087  -0.02
C -1.290 3.175 -0.652  -0.47
O -1.132 2.170 0.069  -0.11
H 1.400 2.752 -1.977  0.05
H 1.087 2.605 -0.217  0.05
H 1.763 4.118 -0.888  0.10
H 0.102 4.086 -3.293  0.11
H 0.093 5.566 -2.297  0.12
H -2.245 3.890 -3.290  0.09
H -2.001 5.640 -3.495  0.12
H -3.663 5.234 -1.639  0.12
H -2.136 5.862 -0.956  0.13
H -4.501 3.301 -0.773  0.10
H -3.913 3.834 0.815  0.09
H -3.458 2.235 0.190  0.07
O -1.477 1.908 -3.529  -0.42
Se -0.192 0.967 -3.517  0.69
O -0.204 -0.101 -4.705  -0.44
O -0.195 0.051 -2.112  -0.60
O 1.169 1.832 -3.569  -0.47

Results
HOMO-LUMO gap (spin up / spin down) in eV: 5.5 / 5.5
LUMO level (spin up / spin down) in eV: -2.370 / -2.371
ΔE to the lowest compared entry with this formula, charge and spin in kJ/mol: 151.0
HOMO level (spin up / spin down) in Eh: -0.2896 / -0.2896

Entry 3:
Formula: C17H20F3N3O2
Source: the OMol25 dataset
Level of theory: ωB97M-V/def2-TZVPD

Each line ends with the Löwdin charge.
Element x y z (Å)
C -4.120 -0.433 -0.679  -0.07
C -3.679 -1.545 0.276  -0.21
N -2.242 -1.607 0.443  -0.07
C -1.472 -2.388 -0.513  -0.19
C -0.871 -1.530 -1.623  -0.06
C -1.540 -0.872 1.331  -0.47
O -0.323 -0.931 1.386  0.06
C -2.314 0.044 2.281  -0.09
C -1.420 1.246 2.602  -0.09
C -0.976 1.820 1.309  -0.35
N -1.686 1.965 0.237  0.10
N -0.854 2.405 -0.734  0.11
C 0.318 2.510 -0.203  -0.34
C 1.599 2.837 -0.877  -0.05
C 2.355 1.536 -0.992  -0.20
C 2.111 0.677 -2.056  -0.03
C 2.741 -0.553 -2.126  -0.06
C 3.619 -0.945 -1.131  -0.01
C 3.855 -0.091 -0.064  -0.11
C 4.836 -0.489 1.002  -0.59
F 4.587 0.079 2.190  0.14
F 4.880 -1.813 1.208  0.14
F 6.097 -0.124 0.677  0.13
C 3.230 1.145 0.010  0.04
O 0.308 2.163 1.103  0.16
H -3.600 0.495 -0.453  0.05
H -3.900 -0.703 -1.708  0.07
H -5.192 -0.273 -0.591  0.07
H -4.145 -1.412 1.254  0.11
H -4.011 -2.514 -0.108  0.12
H -2.123 -3.157 -0.932  0.12
H -0.658 -2.870 0.037  0.12
H -1.644 -1.006 -2.178  0.07
H -0.197 -0.796 -1.189  0.05
H -0.306 -2.158 -2.307  0.07
H -3.228 0.409 1.822  0.10
H -2.553 -0.504 3.194  0.13
H -0.532 0.935 3.152  0.13
H -1.969 1.988 3.186  0.13
H 1.376 3.255 -1.857  0.13
H 2.158 3.557 -0.278  0.13
H 1.415 0.974 -2.826  0.12
H 2.544 -1.213 -2.956  0.11
H 4.108 -1.906 -1.172  0.12
H 3.418 1.792 0.854  0.13

Results
Structure (SMILES): CCN(CC)C(=O)CCc1nnc(Cc2cccc(C(F)(F)F)c2)o1
HOMO-LUMO gap in eV: 10.0
LUMO level in eV: 0.787
ΔE to the lowest compared entry with this formula, charge and spin in kJ/mol: 7.0
HOMO level in Eh: -0.3368

Entry 4:
Formula: C17H11BrF7N2O4PS2V
Source: the OMol25 dataset
Level of theory: ωB97M-V/def2-TZVPD

Each line ends with the Löwdin spin population.
Element x y z (Å)
N 0.847 4.502 2.380  0.00
P 1.316 4.072 0.788  0.00
O 0.446 5.099 -0.160  0.00
C 0.573 2.364 0.461  0.00
C 1.226 1.628 -0.506  0.00
C 0.813 0.341 -0.865  0.00
C -0.298 -0.152 -0.204  0.00
C -0.983 0.577 0.798  0.00
S -2.414 -0.087 1.697  0.00
O -2.119 -1.447 2.231  0.01
O -2.678 0.761 2.805  0.00
C -3.898 -0.294 0.578  0.00
F -3.501 -0.392 -0.700  0.00
F -4.504 -1.407 0.945  0.00
C -4.886 0.914 0.765  0.00
F -4.226 2.080 0.775  0.00
F -5.523 0.707 1.917  0.00
C -5.951 0.949 -0.380  0.00
F -6.540 -0.233 -0.544  0.00
F -5.453 1.404 -1.523  0.00
F -6.902 1.802 0.022  0.00
C -0.534 1.837 1.125  0.00
S -0.794 -1.821 -0.688  -0.03
C 0.823 -2.566 -0.827  0.00
C 1.054 -3.865 -0.385  0.00
C 2.338 -4.388 -0.492  0.00
C 3.317 -3.582 -1.026  0.00
C 3.085 -2.278 -1.478  0.00
C 4.292 -1.525 -2.015  0.00
C 5.288 -1.437 -0.835  0.00
O 6.236 -2.138 -0.689  0.00
Br 4.894 -0.038 0.493  0.00
C 1.808 -1.738 -1.381  0.00
N 1.525 -0.412 -1.819  0.00
H 0.410 3.723 2.863  0.00
H 0.230 5.312 2.377  0.00
H 1.044 5.563 -0.761  0.00
H 2.100 2.030 -1.024  0.00
H -1.031 2.408 1.910  0.00
H 0.215 -4.433 0.022  0.00
H 2.516 -5.393 -0.122  0.00
H 4.328 -3.987 -1.079  0.00
H 4.091 -0.502 -2.341  0.00
H 4.820 -2.088 -2.792  0.00
H 2.385 0.067 -2.056  0.00
V 0.216 -1.939 1.740  1.02

Results
HOMO-LUMO gap (spin up / spin down) in eV: 4.7 / 5.1
Net charge: +2
2S+1: 2
LUMO level (spin up / spin down) in eV: -9.183 / -8.775
HOMO level (spin up / spin down) in Eh: -0.5096 / -0.5096

Entry 5:
Formula: C5H30N2O9
Source: the OMol25 dataset
Level of theory: ωB97M-V/def2-TZVPD

Each line ends with the Löwdin charge.
Element x y z (Å)
H -0.732 1.935 2.510  0.02
N -1.584 1.830 2.018  0.08
C -1.675 1.337 0.821  -0.29
N -0.630 0.588 0.139  0.03
C -0.828 0.728 -1.295  -0.28
C 0.451 1.031 -2.158  -0.14
C 0.314 0.150 -3.579  -0.15
C 0.021 -1.459 -3.363  -0.09
H -2.623 1.254 0.217  0.14
H 0.374 0.558 0.409  0.13
H -1.645 1.412 -1.664  0.12
H -1.254 -0.054 -1.778  0.04
H 0.541 2.165 -2.289  0.11
H 1.401 0.728 -1.662  0.07
H -0.529 0.545 -4.081  0.06
H 1.253 0.193 -4.153  0.08
H -0.915 -1.601 -3.768  0.03
H 0.741 -2.020 -3.871  0.04
H 0.153 -1.647 -2.306  0.04
O 3.687 0.958 0.952  0.06
H 3.264 0.152 0.812  0.03
H 3.956 1.066 1.752  -0.05
O 2.175 3.070 0.682  -0.02
H 2.182 3.840 0.095  0.06
H 2.899 2.611 0.462  -0.08
O -3.010 -2.917 -0.625  -0.05
H -3.527 -3.809 -0.653  0.11
H -3.319 -2.085 -0.554  -0.05
O 0.524 -2.840 2.201  -0.04
H 0.820 -3.084 1.340  -0.02
H -0.057 -3.466 2.674  0.06
O 2.060 0.350 3.392  -0.14
H 1.680 0.980 2.671  0.05
H 1.249 -0.294 3.516  0.09
O 0.479 -3.965 -0.677  -0.01
H 0.090 -4.325 -1.499  0.08
H -0.137 -3.682 -0.112  -0.07
O 2.687 -1.390 -1.913  -0.08
H 3.617 -1.282 -2.150  0.04
H 2.657 -2.381 -1.699  0.08
O -1.886 3.718 -0.780  -0.04
H -2.098 4.373 -0.202  -0.02
H -1.260 3.031 -0.397  0.03
O -3.720 0.013 3.305  -0.08
H -3.830 0.797 2.636  0.07
H -3.111 0.462 3.801  -0.05

Results
Structure (SMILES): [H]/N=C\NCCCC.O.O.O.O.O.O.O.O.O
HOMO-LUMO gap in eV: 9.2
LUMO level in eV: 0.208
ΔE to the lowest compared entry with this formula, charge and spin in kJ/mol: 577.6
HOMO level in Eh: -0.3318